1.
{"formula": "C46H57CdN6O4P3Se2Si2", "method": "ωB97M-V/def2-TZVPD", "elements": ["Cd", "C", "C", "C", "O", "C", "O", "O", "H", "H", "H", "H", "H", "H", "H", "C", "Si", "C", "C", "C", "C", "C", "C", "C", "Si", "C", "C", "H", "H", "H", "H", "H", "H", "H", "H", "H", "H", "H", "H", "H", "H", "H", "H", "Se", "P", "C", "C", "C", "C", "C", "C", "C", "C", "C", "C", "C", "C", "C", "C", "N", "N", "N", "P", "Se", "C", "C", "C", "C", "C", "C", "C", "C", "C", "C", "C", "C", "H", "H", "H", "H", "H", "H", "H", "H", "H", "H", "H", "H", "H", "H", "H", "H", "H", "H", "H", "H", "O", "H", "H", "C", "N", "C", "N", "C", "N", "C", "P", "C", "C", "H", "H", "H", "H", "H", "H", "H", "H", "H", "H", "H", "H"], "positions_angstrom": [[0.0093, 1.3200, -0.7917], [1.7411, -0.9467, -2.9555], [0.3601, -1.3019, -2.4185], [0.0799, -2.7872, -2.5953], [0.2883, -0.9945, -1.0048], [-0.7078, -0.4531, -3.1862], [-0.9479, -0.8469, -4.3359], [-1.2193, 0.5417, -2.5955], [2.5076, -1.5611, -2.4748], [1.9726, 0.1020, -2.7569], [1.7591, -1.1203, -4.0315], [0.8952, -3.3742, -2.1632], [-0.0139, -3.0152, -3.6558], [-0.8498, -3.0623, -2.0953], [1.1287, -1.2165, -0.5482], [-1.4866, 3.1069, 2.4112], [-1.3117, 3.0345, 0.5174], [-3.0652, 3.4327, -0.1244], [-0.3347, 4.6336, 0.0368], [-0.7659, 5.8389, 0.6102], [-0.1816, 7.0605, 0.3162], [0.8711, 7.1060, -0.5881], [1.3155, 5.9270, -1.1645], [0.7465, 4.6783, -0.8738], [1.5203, 3.1386, -1.7504], [3.3795, 3.3132, -1.3833], [1.3572, 3.5388, -3.6155], [-1.9386, 4.0407, 2.7641], [-0.5135, 2.9774, 2.8887], [-2.1230, 2.2799, 2.7427], [-3.3457, 4.4674, 0.1017], [-3.8045, 2.7687, 0.3321], [-3.1176, 3.2875, -1.2061], [-1.5951, 5.8216, 1.3132], [-0.5451, 7.9693, 0.7855], [1.3424, 8.0511, -0.8388], [2.1419, 5.9767, -1.8693], [3.7832, 4.2755, -1.7179], [3.9347, 2.5151, -1.8836], [3.5752, 3.2111, -0.3135], [2.2376, 4.0731, -3.9900], [0.4795, 4.1656, -3.7922], [1.2290, 2.6300, -4.2070], [7.9068, -1.7062, 1.3126], [6.1411, -2.7588, 1.7731], [6.0074, -2.9814, 3.5703], [7.0654, -3.5774, 4.2590], [7.0519, -3.6399, 5.6409], [5.9996, -3.0723, 6.3512], [4.9659, -2.4495, 5.6738], [4.9632, -2.4086, 4.2846], [6.2562, -4.3985, 0.9798], [6.4704, -5.5943, 1.6519], [6.6366, -6.7771, 0.9408], [6.6044, -6.7676, -0.4453], [6.4091, -5.5701, -1.1240], [6.2360, -4.3927, -0.4162], [4.5979, -2.0589, 1.1726], [3.2145, -2.3326, 1.1798], [2.6458, -1.3511, 0.4576], [3.5809, -0.5153, 0.0472], [4.7594, -0.9176, 0.4622], [1.9737, -3.4878, 1.7970], [0.2460, -2.4972, 2.5193], [2.6830, -4.5564, 3.1007], [3.5083, -5.6351, 2.8067], [4.0227, -6.4275, 3.8233], [3.6963, -6.1611, 5.1441], [2.8469, -5.1057, 5.4416], [2.3435, -4.3066, 4.4280], [1.5973, -4.6254, 0.4231], [0.2759, -4.9573, 0.1499], [-0.0252, -5.8177, -0.8974], [0.9897, -6.3416, -1.6825], [2.3112, -5.9988, -1.4241], [2.6118, -5.1417, -0.3782], [7.9196, -3.9493, 3.7061], [7.8755, -4.1073, 6.1666], [5.9966, -3.1045, 7.4341], [4.1517, -1.9892, 6.2189], [4.1609, -1.9036, 3.7614], [6.4828, -5.6131, 2.7336], [6.7886, -7.7074, 1.4748], [6.7325, -7.6902, -0.9979], [6.3836, -5.5523, -2.2063], [6.0834, -3.4568, -0.9423], [3.7522, -5.8791, 1.7832], [4.6727, -7.2581, 3.5755], [4.0989, -6.7781, 5.9383], [2.5792, -4.8936, 6.4694], [1.6750, -3.4848, 4.6512], [-0.5131, -4.5212, 0.7497], [-1.0608, -6.0491, -1.1114], [0.7520, -6.9989, -2.5098], [3.1125, -6.3828, -2.0435], [3.6418, -4.8494, -0.2196], [1.5536, 0.8383, 2.4618], [2.2019, 1.0573, 1.7801], [1.2565, -0.0463, 2.2049], [-5.3421, -2.7655, -0.0027], [-3.9225, -3.0550, 0.1623], [-3.6371, -3.1720, 1.5906], [-4.0470, -2.0148, 2.3843], [-5.4640, -1.7738, 2.1419], [-5.8203, -1.5952, 0.7357], [-5.2153, -0.3631, 0.2017], [-3.3505, -0.3040, 0.2482], [-3.0932, -2.0036, -0.4498], [-3.2476, -0.8301, 2.0325], [-5.9067, -3.6344, 0.3520], [-5.5530, -2.6221, -1.0649], [-2.5659, -3.3346, 1.7276], [-4.1764, -4.0458, 1.9716], [-5.7731, -0.8859, 2.6994], [-6.0218, -2.6367, 2.5212], [-5.6040, 0.4927, 0.7621], [-5.5434, -0.2328, -0.8337], [-2.0367, -2.2545, -0.3241], [-3.2829, -1.9703, -1.5263], [-3.5697, 0.0085, 2.6578], [-2.1999, -1.0146, 2.2862]], "largest_force_ev_per_a": 0.44, "charge": -2, "orbital_gap_ev": 4.5}



2.
{"formula": "C46H57N6OPS2Tl", "method": "ωB97M-V/def2-TZVPD", "elements": ["Tl", "C", "N", "C", "C", "N", "C", "C", "C", "C", "C", "C", "N", "C", "N", "C", "C", "C", "C", "C", "C", "N", "H", "H", "H", "H", "H", "H", "H", "H", "H", "H", "H", "H", "H", "H", "H", "C", "C", "C", "P", "C", "C", "C", "C", "C", "C", "C", "C", "C", "C", "N", "C", "C", "C", "C", "C", "C", "C", "C", "C", "H", "H", "H", "H", "H", "H", "H", "H", "H", "H", "H", "H", "H", "H", "H", "H", "H", "H", "H", "H", "H", "H", "H", "H", "H", "H", "H", "H", "H", "H", "H", "S", "C", "C", "C", "C", "C", "C", "H", "H", "H", "H", "H", "C", "S", "C", "O", "H", "H", "H", "H", "H", "H"], "positions_angstrom": [[0.0269, -1.4423, -0.6422], [3.9952, -1.6644, -1.6376], [2.7400, -2.2173, -2.0916], [2.5692, -2.4504, -3.5025], [1.2047, -2.0391, -3.9849], [0.2912, -1.4694, -3.2634], [-0.8035, -1.2854, -4.0937], [-2.0498, -0.7444, -3.8019], [-2.9716, -0.6941, -4.8322], [-2.6624, -1.1657, -6.1133], [-1.4213, -1.7008, -6.4159], [-0.5003, -1.7589, -5.3789], [0.7968, -2.2283, -5.2807], [3.8154, -0.6715, -0.5167], [2.8673, 0.1725, -0.4372], [3.0210, 0.8896, 0.8345], [2.7247, 3.0372, 2.0808], [3.2600, 2.4553, 3.3590], [4.1377, 1.4757, 3.6019], [4.7541, 0.5408, 2.6732], [4.2464, 0.2732, 1.4659], [4.7371, -0.6106, 0.5162], [4.4514, -1.1256, -2.4717], [4.7067, -2.4356, -1.3107], [2.3847, -2.9693, -1.5132], [2.7119, -3.5034, -3.7832], [3.3119, -1.8620, -4.0484], [-2.2527, -0.3863, -2.7982], [-3.9544, -0.2772, -4.6513], [-3.4184, -1.1166, -6.8871], [-1.1881, -2.0628, -7.4098], [1.3245, -2.6718, -6.0094], [2.9979, 4.0988, 2.0862], [2.8793, 2.9769, 4.2342], [4.4215, 1.3236, 4.6403], [5.6178, -0.0173, 3.0222], [5.3398, -1.3793, 0.7534], [0.6031, 5.2996, -1.9276], [0.1623, 3.8426, -2.0725], [-1.3607, 3.8120, -2.2394], [0.6246, 2.5782, -0.7213], [2.4055, 3.1359, -0.4219], [3.1578, 2.4365, 0.7400], [3.1654, 2.9657, -1.7471], [-0.3096, 3.2596, 0.6983], [-0.0948, 4.5330, 1.2317], [-0.9108, 5.1090, 2.1912], [-0.6630, 6.5071, 2.7045], [-1.9981, 4.3525, 2.6473], [-2.2129, 3.0727, 2.1979], [-1.3731, 2.4532, 1.2174], [-1.5886, 1.2046, 0.7804], [-2.2157, 0.2630, 1.5745], [-3.3817, -0.4029, 1.1398], [-4.1097, 0.0876, -0.0841], [-3.8737, -1.4935, 1.8451], [-3.2762, -1.9502, 3.0119], [-3.8099, -3.1634, 3.7320], [-2.1692, -1.2525, 3.4802], [-1.6360, -0.1668, 2.7961], [-0.4115, 0.5235, 3.3332], [0.2998, 5.8506, -2.8237], [1.6841, 5.4151, -1.8260], [0.1220, 5.7712, -1.0721], [0.6090, 3.4374, -2.9866], [-1.8514, 3.9922, -1.2802], [-1.6952, 2.8470, -2.6151], [-1.6839, 4.5845, -2.9434], [2.3973, 4.1990, -0.1633], [2.1355, 0.6829, 1.4511], [1.6329, 3.0071, 2.1303], [4.2249, 2.6417, 0.5920], [2.9873, 1.9734, -2.1614], [4.2422, 3.0873, -1.5949], [2.8469, 3.7037, -2.4844], [0.7741, 5.0995, 0.9129], [0.2773, 6.9025, 2.3165], [-0.6178, 6.5315, 3.7969], [-1.4629, 7.1881, 2.3965], [-2.6761, 4.7868, 3.3777], [-3.0526, 2.4951, 2.5694], [-3.8784, -0.5326, -0.9555], [-3.8166, 1.1137, -0.3041], [-5.1901, 0.0506, 0.0732], [-4.7548, -2.0079, 1.4684], [-4.8912, -3.0917, 3.8710], [-3.3453, -3.2738, 4.7130], [-3.6124, -4.0702, 3.1534], [-1.6955, -1.5707, 4.4068], [-0.0193, -0.0028, 4.2063], [-0.6249, 1.5540, 3.6244], [0.3666, 0.5686, 2.5653], [0.6041, -4.5247, -1.2175], [-1.0356, -5.1083, -1.3158], [-1.4745, -6.1693, -0.5075], [-2.7605, -6.6750, -0.6222], [-3.6495, -6.1434, -1.5481], [-3.2390, -5.0760, -2.3373], [-1.9578, -4.5612, -2.2227], [-0.7809, -6.5986, 0.2055], [-3.0694, -7.4964, 0.0154], [-4.6455, -6.5557, -1.6532], [-3.9273, -4.6419, -3.0544], [-1.6447, -3.7244, -2.8372], [1.5137, -1.9837, 3.9191], [1.7644, -3.1187, 2.5271], [0.0785, -3.7436, 2.4852], [1.9405, -2.2285, 1.3411], [1.3138, -2.5573, 4.8248], [0.6832, -1.3198, 3.6776], [2.4249, -1.3987, 4.0316], [-0.0905, -4.3566, 3.3719], [0.0107, -4.3393, 1.5734], [-0.6265, -2.9131, 2.4296]], "largest_force_ev_per_a": 0.72, "charge": -1, "orbital_gap_ev": 5.6}